Record 1
15
Properties=species:S:1:pos:R:3 method="wB97M-V/def2-TZVPD" orbital_gap_ev=10.64 e_lumo_ev=0.8 e_homo_ev=-9.83 spin_multiplicity=1
C -1.38173 0.19324 1.63509
C -0.21330 0.43219 0.80019
C 0.03781 1.82593 0.20510
N 0.21045 -0.65487 0.18322
H -2.25612 0.82368 1.43697
H -1.76327 -0.73089 1.29403
H -1.19063 0.13614 2.74898
H 0.41513 1.86745 -0.82663
H -1.00377 2.38201 0.24981
H 0.59232 2.46715 0.88475
H 1.12468 -0.47071 -0.60825
C 1.38367 -2.10071 -2.01018
O 2.10117 -1.39135 -2.65191
H 0.43179 -2.48179 -2.45709
H 1.51179 -2.29748 -0.88408



Record 2
27
Properties=species:S:1:pos:R:3 method="wB97M-V/def2-TZVPD" orbital_gap_ev=9.91 e_lumo_ev=0.1 e_homo_ev=-9.85 spin_multiplicity=1
O 0.54869 0.11805 0.12420
H -0.14577 0.14985 0.79181
H 1.11031 0.87277 0.33390
O -0.56577 -1.91307 0.24581
H -0.99892 -2.56442 0.80893
H 0.37285 -2.11320 0.33493
O 3.84763 -0.58854 0.20294
H 3.90586 -0.75352 1.15077
H 4.34210 -1.31530 -0.19241
O -4.46066 0.75664 2.97970
H -3.73462 0.28009 3.39773
H -4.08771 1.62221 2.77797
O -4.52060 -2.01358 -1.47874
H -3.81498 -1.39567 -1.25678
H -5.17273 -1.47054 -1.93570
O 0.59665 -0.05940 -2.25249
H 0.28462 -0.55379 -1.48620
H -0.07642 -0.21807 -2.92390
O 3.39621 3.75988 0.49450
H 3.39372 4.48980 -0.13495
H 2.81060 3.10555 0.09713
O 3.28387 -2.90470 0.48453
H 3.18578 -3.85374 0.34783
H 3.55531 -2.82734 1.40612
O -2.01896 2.94127 -1.53753
H -2.11293 3.83371 -1.18582
H -2.92414 2.61505 -1.59429



Record 3
28
Properties=species:S:1:pos:R:3 method="wB97M-V/def2-TZVPD" orbital_gap_ev=7.37 e_lumo_ev=-4.8 e_homo_ev=-12.14 spin_multiplicity=1 total_charge=+1
N -3.38084 -0.05449 0.22159
C -2.94077 -0.72661 -0.89910
N -1.47649 -0.50820 -1.26270
C -1.41659 -1.38629 -2.50756
P 0.27141 -1.43014 -3.40600
S -0.10271 -0.87474 -5.27401
N -2.75059 -2.03481 -2.80815
Cl -3.08313 -3.06880 -4.15624
N -3.69029 -1.65153 -1.86176
H -2.66105 0.38021 0.86818
H -4.40774 -0.07404 0.41883
H 1.14517 -0.46297 -2.73562
H 0.80014 -2.77615 -3.32233
H -4.72187 -1.89166 -1.77972
C 2.95230 0.08476 1.93163
C 3.27168 1.10033 2.73619
C 2.36212 2.26689 2.90784
O 2.67403 3.17622 3.66866
C 1.10737 2.28135 2.13973
C 0.78980 1.26729 1.33258
C 1.68641 0.08845 1.18237
O 1.35870 -0.83676 0.44702
O -0.38654 1.27566 0.60571
O 4.46099 1.10512 3.44163
H 3.60304 -0.77042 1.79925
H 0.46387 3.14341 2.26013
H -0.38709 0.43339 0.10066
H 4.45865 1.94452 3.95121



Record 4
13
Properties=species:S:1:pos:R:3 method="wB97M-V/def2-TZVPD" orbital_gap_ev=10.11 e_lumo_ev=1.0 e_homo_ev=-9.13 spin_multiplicity=1
H -1.50719 -1.93414 0.29038
N -0.59319 -1.95908 -0.15073
C -0.65686 -1.68526 -1.39637
N 0.44206 -1.34710 -2.13466
H -1.55429 -2.02188 -1.93462
H 1.02959 -0.58262 -1.84886
H 0.37501 -1.54482 -3.11811
C 0.79988 2.52172 2.47827
C 0.05663 2.40486 1.38597
H 0.97056 3.50064 2.90832
H 1.21970 1.64531 2.95214
H -0.52627 3.21352 0.95429
H -0.40184 1.45528 1.11553



Record 5
21
Properties=species:S:1:pos:R:3 method="wB97M-V/def2-TZVPD" orbital_gap_ev=7.98 e_lumo_ev=-4.5 e_homo_ev=-12.53 spin_multiplicity=1 total_charge=+1
C 0.46832 1.52494 0.84618
C -0.05718 0.42777 0.26789
C -0.07916 2.81167 0.85816
C 1.88419 1.42782 1.44618
C -1.88569 -2.17093 -0.78988
C 0.34684 -2.36884 -1.29104
N -0.94587 -2.07759 -1.62028
Br -1.79098 0.45265 -0.53814
H -1.13245 2.94535 1.23288
H 0.50720 3.37834 1.54788
H -0.16171 3.24407 -0.08045
H 2.28137 0.50871 1.82522
H 1.72570 2.06543 2.37817
H 2.50731 2.05022 0.79502
H 0.54473 -0.47633 0.14083
H -1.82853 -2.33489 0.28935
H -2.83288 -1.94920 -1.08931
H 0.35113 -2.31441 -0.22926
H 0.31553 -3.47077 -1.53157
H 0.95152 -1.70918 -1.88318
H -1.16936 -1.96483 -2.57466



Record 6
23
Properties=species:S:1:pos:R:3 method="wB97M-V/def2-TZVPD" orbital_gap_ev="5.59 / 6.50" e_lumo_ev="3.1 / 3.1" e_homo_ev="-2.45 / -3.43" spin_multiplicity=1 total_charge=-1
C -0.67239 0.74643 -2.03209
C 0.71888 0.78068 -1.75092
C 0.92678 1.56219 -0.57261
C -0.34889 2.02507 -0.12628
C -1.33021 1.52400 -1.03113
Y -0.31013 -0.57502 0.11860
N -3.46976 0.33882 0.27067
C 0.71628 -2.36905 -0.47160
C 1.86976 -1.62042 -0.41009
H 1.89951 1.88304 -0.18639
H 1.51678 0.36096 -2.35913
H -0.50452 2.74756 0.67759
H -2.38034 1.78598 -1.02138
H -1.12829 0.27514 -2.90237
H 2.34213 -1.24214 -1.32361
H 0.56487 -3.25210 0.18471
H -4.26441 -0.34106 0.41092
H 2.56407 -1.63082 0.44463
H 0.11743 -2.42189 -1.42088
O -0.90268 -0.46341 2.42021
N 0.30361 -0.14069 2.79596
O 0.59793 0.06103 3.94901
O 1.17339 -0.03398 1.81898



Record 7
81
Properties=species:S:1:pos:R:3 method="wB97M-V/def2-TZVPD" orbital_gap_ev=6.59 e_lumo_ev=-2.4 e_homo_ev=-8.98 spin_multiplicity=1 total_charge=+1
C 1.73070 3.09993 4.30610
O 2.20516 1.91135 3.64355
C 3.37022 1.97099 2.96337
C 4.11236 3.13386 2.67710
C 5.28256 3.01621 1.92641
C 5.74555 1.78305 1.46087
C 4.98316 0.63286 1.73929
O 5.18571 -0.60487 1.21610
C 6.25566 -0.79004 0.26779
C 3.83001 0.73893 2.50295
N 3.05683 -0.44284 2.74395
C 3.55233 -1.55654 3.41236
C 2.56263 -2.46476 3.46390
N 1.46065 -1.92113 2.81454
C 0.22603 -2.64441 2.58095
C 1.77530 -0.68655 2.35364
C 1.03698 0.15463 1.38966
O 1.69030 0.97577 0.70069
C -0.36756 -0.07863 1.30455
C -1.24067 0.40010 0.17410
C -2.72965 0.53077 0.58644
C -3.57621 1.38346 -0.13971
C -4.96050 1.29335 0.02018
C -5.49011 0.43194 0.98781
C -4.63651 -0.28707 1.82937
C -3.25150 -0.25465 1.61594
C -1.11778 -0.55432 -0.98309
C 0.36578 -0.70608 -1.40750
O 1.00185 0.13816 -2.02835
C 1.05346 -1.97257 -0.97488
C 2.41136 -1.89226 -0.61733
C 3.06567 -2.99229 -0.07892
C 2.40465 -4.21835 0.03037
C 1.07978 -4.33044 -0.40033
C 0.39767 -3.21267 -0.89280
N -1.98494 -0.20701 -2.20184
C -1.52862 0.63418 -3.16842
C -2.31145 1.06162 -4.22034
C -3.70061 0.82848 -4.16817
N -4.55549 1.54840 -4.94152
C -4.06862 2.49297 -5.93335
C -5.96558 1.71500 -4.63581
C -4.15428 -0.12784 -3.21956
C -3.28177 -0.62892 -2.27916
H 0.83075 2.78105 4.83136
H 2.47059 3.49891 5.01586
H 1.48125 3.87660 3.57177
H 3.75382 4.10854 3.02717
H 5.85488 3.91438 1.68973
H 6.65499 1.69464 0.86053
H 6.22124 -1.85312 0.02327
H 6.08036 -0.18615 -0.63512
H 7.22462 -0.52830 0.71451
H 4.55863 -1.59478 3.78108
H 2.53637 -3.45959 3.86925
H 0.36118 -3.66232 2.96032
H -0.61551 -2.18055 3.11214
H 0.01233 -2.69864 1.50332
H -0.82018 -0.25466 2.28110
H -0.89714 1.41900 -0.12643
H -3.14953 2.09659 -0.85167
H -5.61699 1.86620 -0.64154
H -6.57153 0.29801 1.06491
H -5.02956 -0.90868 2.63523
H -2.60434 -0.87120 2.24320
H -1.50960 -1.51981 -0.62814
H 2.93859 -0.94580 -0.76038
H 4.09438 -2.88607 0.26281
H 2.92171 -5.07969 0.46197
H 0.56339 -5.29013 -0.34129
H -0.63317 -3.29752 -1.23834
H -0.49847 0.93899 -3.10615
H -1.83815 1.65693 -4.99790
H -3.28077 2.04391 -6.55087
H -4.91222 2.76590 -6.57792
H -3.68056 3.41632 -5.47296
H -6.32650 0.95512 -3.94036
H -6.16133 2.71338 -4.20406
H -6.53973 1.65021 -5.57314
H -5.19047 -0.45370 -3.17521
H -3.60386 -1.32572 -1.50896



Record 8
26
Properties=species:S:1:pos:R:3 method="wB97M-V/def2-TZVPD" orbital_gap_ev=10.89 e_lumo_ev=-3.1 e_homo_ev=-14.00 spin_multiplicity=1 total_charge=+1
N 0.35605 -0.03884 0.14208
H 1.25308 -0.17642 0.58536
H -0.29375 -0.77945 0.36422
H 0.49647 -0.09248 -0.85667
H 0.03641 0.88051 0.41176
O 2.07599 2.36762 -2.81993
H 2.87641 2.88839 -2.88591
H 2.28724 1.68214 -2.18612
O 2.94854 -0.50612 0.58721
H 3.55594 -1.20219 0.83776
H 3.46528 0.07329 0.02730
O 0.29567 2.55947 0.71437
H 0.83299 3.34915 0.65174
H -0.24451 2.69782 1.49238
O -1.00866 -2.73841 0.31173
H -1.37477 -2.84961 -0.56567
H -1.76248 -2.81040 0.89722
O -2.64222 -0.25483 0.72573
H -3.25125 -0.83158 0.26456
H -3.05370 0.60857 0.68745
O -0.13294 -0.51229 -2.50311
H -1.08341 -0.40406 -2.46975
H 0.03384 -0.90616 -3.35943
O -1.70861 -0.70084 3.15453
H -1.75249 -1.60858 3.45505
H -2.20504 -0.69471 2.33615



Record 9
118
Properties=species:S:1:pos:R:3 method="wB97M-V/def2-TZVPD" orbital_gap_ev=8.00 e_lumo_ev=-0.3 e_homo_ev=-8.27 spin_multiplicity=1
C 1.37625 -1.96308 6.14012
C 1.51145 -0.77488 7.17580
N 1.44516 0.54392 6.47014
C 0.12929 1.14258 6.77132
C -0.11861 2.50703 5.99405
C 2.53493 1.36004 6.94443
S 2.46851 2.45959 8.18526
S 4.15874 1.12349 6.11851
C 3.97125 1.71996 4.37104
C 4.34344 0.57359 3.35517
C 3.13421 -0.43726 3.16383
N 3.27060 -1.27799 1.96813
C 2.22463 -1.09527 0.97609
I 2.28464 1.07194 0.44149
C 2.65498 -1.92131 -0.29074
P 3.91762 -1.13573 -1.41189
O 3.31066 -0.26918 -2.50335
O 5.19404 -0.41225 -0.62107
O 4.62258 -2.43460 -2.25611
C 0.78238 -1.49537 1.53250
C 0.88475 -2.72874 2.53367
C 1.10798 -4.10848 1.81391
C -0.21099 -4.88158 1.44268
I -1.02874 -5.96934 3.14437
O -0.11143 -1.89147 0.50794
C -1.40195 -1.26968 0.49483
C -2.02520 -1.85635 -0.83225
C -3.55255 -2.12543 -0.92510
C -4.03408 -3.49254 -0.24912
I -4.97691 -4.80557 -1.72787
C -1.13460 0.27241 0.22116
C -2.35649 1.11361 -0.26166
C -2.78057 2.08874 0.91368
O -1.78136 3.13785 0.89932
C -1.92334 3.81406 2.17545
S -2.38023 -1.51639 2.03592
C -4.05812 -0.77095 2.01369
O -1.73037 -0.88792 3.24694
O -2.56745 -2.96666 2.39725
H 1.19141 -1.53875 5.12632
H 2.32079 -2.55085 6.11301
H 0.53489 -2.64784 6.41376
H 2.48862 -0.85090 7.70712
H 0.71348 -0.85579 7.95181
H -0.66880 0.44630 6.40855
H -0.04667 1.27876 7.86514
H -0.26279 3.31664 6.75099
H 0.81375 2.76597 5.43184
H -1.00927 2.45592 5.33026
H 4.67728 2.57426 4.24932
H 2.90810 2.00825 4.21563
H 5.15018 -0.03312 3.84119
H 4.69161 1.01606 2.39462
H 2.14931 0.06317 3.28055
H 3.22233 -1.12929 4.04658
H 4.20269 -1.26098 1.56576
H 1.82450 -2.26491 -0.94361
H 3.14682 -2.85443 0.10615
H 6.02296 -0.72307 -1.03196
H 4.20283 -3.24411 -1.93466
H 0.49158 -0.63229 2.16760
H 1.68236 -2.60117 3.29491
H -0.06987 -2.83503 3.11312
H 1.65580 -4.76881 2.53413
H 1.72968 -4.07053 0.89234
H -0.96349 -4.26189 0.91304
H 0.09123 -5.67690 0.71238
H -1.50467 -2.80793 -1.11776
H -1.75777 -1.14036 -1.65306
H -3.77476 -2.28398 -2.01371
H -4.23704 -1.30598 -0.62119
H -3.20089 -4.05577 0.21582
H -4.83005 -3.27359 0.50036
H -0.66111 0.79509 1.08100
H -0.37207 0.27718 -0.59830
H -3.21137 0.55991 -0.69942
H -1.98727 1.79818 -1.06675
H -3.76934 2.55645 0.69308
H -2.72147 1.58027 1.90461
H -1.65071 4.88640 2.09812
H -3.01207 3.75431 2.44784
H -1.35946 3.26528 2.97148
H -4.22562 -0.16170 2.93545
H -4.82670 -1.57609 2.02701
H -4.26641 -0.10507 1.14948
N -2.16707 1.22286 -3.77026
C -0.97191 1.47132 -4.32067
C -0.79972 1.91204 -5.62265
C -1.92790 2.10461 -6.40485
C -3.17725 1.85288 -5.85867
C -3.24108 1.41802 -4.54528
H -0.11875 1.30327 -3.67157
H 0.19145 2.09905 -6.01382
H -1.83512 2.44730 -7.42850
H -4.07964 1.99062 -6.43938
H -4.19603 1.21074 -4.07278
N 7.53984 -0.82559 -3.45589
C 8.72681 -0.60390 -4.03339
C 8.87928 -0.18691 -5.34522
C 7.73812 0.01012 -6.10864
C 6.49710 -0.21425 -5.53399
C 6.45268 -0.62717 -4.21259
H 9.58948 -0.77398 -3.39845
H 9.86499 -0.02073 -5.75920
H 7.81588 0.33519 -7.13939
H 5.58477 -0.07170 -6.09728
H 5.50971 -0.81255 -3.71790
N -6.40368 2.36340 -7.04376
C -7.21085 2.60249 -8.08349
C -8.02248 3.72022 -8.18808
C -8.00210 4.64462 -7.15545
C -7.17517 4.41804 -6.06639
C -6.39999 3.27016 -6.06065
H -7.19446 1.85002 -8.86408
H -8.65406 3.86326 -9.05468
H -8.62307 5.53129 -7.19895
H -7.13251 5.11638 -5.24119
H -5.73492 3.05080 -5.23238



Record 10
67
Properties=species:S:1:pos:R:3 method="wB97M-V/def2-TZVPD" orbital_gap_ev=7.32 e_lumo_ev=-1.8 e_homo_ev=-9.16 spin_multiplicity=1
C 3.69970 -0.60852 0.75118
C 2.61355 -0.81283 -0.46015
O 2.85353 0.29223 -1.43254
C 1.04611 -0.87834 0.01465
N 0.79077 -1.74819 1.23857
C 0.80041 -0.93756 2.52436
C -0.67896 -0.36555 2.93729
O -1.03314 0.92702 2.26344
C -2.38191 0.66463 1.72476
C -3.66222 0.79303 2.52937
C -5.07942 0.39232 1.73515
O -6.19456 1.11653 1.85208
C -4.94183 -0.95415 0.75151
C -3.68466 -1.07047 -0.04486
C -3.28395 -2.29236 -1.06095
C -3.58493 -3.79657 -0.42974
C -2.52084 -4.20746 0.77970
F -1.13462 -4.73060 0.52519
C -2.91652 -4.11860 2.23220
F -4.34748 -4.24357 2.61626
F -1.82921 -3.87049 3.21526
C -2.54566 0.13977 0.14449
O -1.86063 0.67690 -0.87850
H 4.76636 -0.98522 0.37167
H 3.46828 -1.20480 1.73321
H 3.76433 0.55574 0.97656
H 2.86936 -1.83421 -0.98711
H 1.98242 0.67180 -1.75253
H 0.44607 -1.39459 -0.87848
H 0.54581 0.16574 0.18447
H 1.53837 -2.48494 1.27934
H 1.11584 -1.70407 3.38384
H 1.61504 -0.08823 2.55507
H -0.84735 -0.21782 4.08910
H -1.47150 -1.17532 2.56136
H -3.63286 1.12928 3.65212
H -5.75308 -1.79464 0.67473
H -3.72493 -2.14804 -2.14037
H -2.09772 -2.24591 -1.18918
H -4.70986 -3.90013 -0.07794
H -3.34332 -4.55914 -1.31567
C -4.62142 2.27469 -1.32241
C -4.50241 3.25071 -2.47546
C -4.67534 4.68298 -2.06762
O -5.16770 5.28098 -3.25240
C -5.83308 4.29676 -3.92951
O -6.57120 4.49082 -4.88014
O -5.56473 3.06691 -3.39737
H -3.81833 2.42127 -0.59384
H -5.58457 2.38363 -0.81143
H -4.57972 1.24423 -1.69032
H -3.55758 3.09341 -3.00960
H -3.73416 5.14666 -1.76051
H -5.41897 4.82489 -1.27460
C 8.72028 0.45287 -2.07615
C 7.94014 0.76801 -0.81585
C 8.80996 1.03034 0.37672
O 7.97374 0.65183 1.45430
C 7.12804 -0.30455 0.96440
O 6.41848 -1.01704 1.65364
O 7.18613 -0.35924 -0.39992
H 9.32228 1.30919 -2.39485
H 9.38291 -0.40663 -1.92514
H 8.03787 0.18021 -2.88788
H 7.24315 1.59493 -0.99797
H 9.09924 2.08130 0.45998
H 9.71223 0.40814 0.40496



Record 11
65
Properties=species:S:1:pos:R:3 method="wB97M-V/def2-TZVPD" orbital_gap_ev="5.37 / 5.07" e_lumo_ev="-0.6 / -0.6" e_homo_ev="-5.99 / -5.69" spin_multiplicity=2
Ag 15.61962 12.45846 25.88407
C 13.38745 15.69494 25.92073
C 13.89161 14.64732 26.81049
C 12.79986 13.83135 27.46207
O 14.74697 13.79758 26.10791
H 14.19812 16.23590 25.34570
H 12.92276 16.37546 26.55349
H 12.73082 15.25645 25.21170
H 14.59211 15.13223 27.50191
H 12.25039 13.10939 26.88315
H 12.19846 14.44597 27.99969
H 13.27615 13.18828 28.26274
C 17.96364 10.86142 24.36406
C 18.36516 12.16346 25.05791
O 17.05757 12.75716 25.13367
H 18.74331 10.16766 24.24987
H 17.65730 11.14934 23.42331
H 17.04092 10.48339 24.86378
H 18.96001 12.69955 24.32419
H 18.80348 12.03069 26.00047
O 20.81799 9.09502 24.67924
H 20.38824 9.93174 24.62676
H 20.24984 8.64255 25.22456
O 17.55009 13.47755 22.33064
H 18.28429 14.08607 22.24092
H 17.54307 13.25842 23.26278
O 20.21860 14.21501 22.07634
H 20.15447 15.08728 21.66965
H 21.10010 13.82835 21.86485
O 16.61088 15.70146 24.76581
H 15.82317 15.41857 25.24052
H 17.41281 15.13860 24.85747
O 17.04292 9.57386 21.25228
H 17.31241 8.70391 21.65460
H 16.36377 9.44724 20.62365
O 18.60786 11.76683 20.36410
H 17.88939 11.50776 19.75891
H 18.13511 12.14318 21.12283
O 15.88150 11.81140 27.48601
H 15.03260 11.69124 27.94011
H 16.31375 10.91101 27.56884
O 17.66195 7.44658 22.85807
H 18.58406 7.67633 22.74172
H 17.54041 6.54064 23.13859
O 15.49458 8.43440 25.13100
H 15.43510 8.65011 24.19886
H 14.97672 7.68167 25.28181
O 20.01870 8.59344 21.76335
H 20.83547 8.36582 21.25278
H 20.21204 9.39205 22.26677
O 18.51965 8.08743 25.87761
H 18.14729 8.25020 24.97769
H 18.94546 7.21962 25.77482
O 16.52344 9.38629 27.41845
H 16.10184 9.05777 26.61757
H 17.40241 8.95662 27.43332
O 20.39200 11.21536 22.49531
H 20.13049 11.91351 23.09080
H 19.61950 11.04702 22.01311
O 14.76993 11.09461 25.18053
H 14.74588 10.16987 25.45126
H 14.96192 10.96700 24.22251
O 15.09370 10.61138 22.74134
H 15.76949 10.11924 22.36693
H 14.30100 10.35817 22.21013